8
Properties=species:S:1:pos:R:3:forces:R:3 method="wB97M-V/def2-TZVPD" orbital_gap_ev=9.465 multiplicity=1 fmax_ha_per_bohr=0.01935 smiles="C=C.N#P" homo_energy_ha=-0.35909
C -0.3253 -0.4774 0.1713 0.106 -0.036 -0.042
C 0.4928 0.4990 -0.1650 0.252 0.157 0.045
H -1.3321 -0.5454 -0.2046 0.385 -0.010 -0.016
H -0.0158 -1.2610 0.8415 0.143 -0.200 0.182
H 1.5026 0.5566 0.2110 0.156 0.002 0.087
H 0.1940 1.2918 -0.8309 -0.112 0.133 -0.179
N -3.1841 -0.7518 -0.2856 -0.277 -0.751 -0.332
P -4.1081 0.3159 0.0904 -0.654 0.705 0.254



10
Properties=species:S:1:pos:R:3:forces:R:3 method="wB97M-V/def2-TZVPD" orbital_gap_ev=9.499 multiplicity=1 fmax_ha_per_bohr=0.02327 homo_energy_ha=-0.32732
C 1.3848 -0.7040 -0.1992 -0.165 0.072 0.157
C 0.1393 -0.4490 0.6486 0.275 0.066 -0.268
C -1.0540 1.2326 -0.2620 -0.821 -0.682 -0.542
H 1.7198 -1.7609 -0.1937 -0.003 0.051 -0.078
H 0.2801 -0.8261 1.6582 -0.111 -0.020 0.087
H -1.1924 2.2728 -0.4516 0.015 0.563 -0.060
N -1.7529 0.3401 -0.8398 0.515 0.038 0.327
O 1.9273 0.1528 -0.8344 0.014 -0.119 -0.033
O -0.1495 0.9379 0.6783 0.362 -0.155 0.443
S -1.3026 -1.1962 -0.2044 -0.080 0.185 -0.033



7
Properties=species:S:1:pos:R:3:forces:R:3 method="wB97M-V/def2-TZVPD" orbital_gap_ev=8.340 multiplicity=1 fmax_ha_per_bohr=0.07549 smiles=OCOI homo_energy_ha=-0.35574
O -1.4314 0.5189 -0.3007 0.100 0.112 0.032
C -0.3112 -0.2322 -0.1020 2.745 -2.487 1.160
O 0.8298 0.5704 0.3805 0.620 -0.372 -0.691
I 2.7036 -0.3231 0.0684 -2.045 0.793 0.280
H -1.4859 1.2584 0.3114 0.104 -0.074 0.338
H -0.3103 -1.1189 0.7188 -0.919 1.825 -1.713
H 0.0054 -0.6735 -1.0762 -0.605 0.203 0.594



39
Properties=species:S:1:pos:R:3:forces:R:3 method="wB97M-V/def2-TZVPD" orbital_gap_ev=9.587 multiplicity=1 fmax_ha_per_bohr=0.09641 smiles="C[C@@H](I)C[SiH2]CC(=O)I.O=C1OC[C@@H](F)O1.O=C1OC[C@@H](F)O1" homo_energy_ha=-0.36289
C -5.5694 -2.1183 -0.8586 -1.105 -0.398 -0.909
C -4.4891 -1.8873 -2.0047 0.741 -1.171 1.265
I -5.4079 -0.8935 -3.7186 0.204 -0.414 0.585
C -3.1587 -1.1059 -1.5600 -0.044 -0.097 -1.258
Si -3.2835 -0.0685 0.0389 0.798 0.086 -0.401
C -2.0598 -0.6481 1.4098 1.039 -0.479 1.285
C -0.6837 -1.1968 0.8591 1.924 2.932 -1.025
O 0.2125 -0.4759 0.3631 -3.632 -2.806 1.875
I -0.3062 -3.3614 1.0104 -0.294 0.848 -0.071
H -5.1516 -2.6544 0.0574 -0.279 0.933 -1.140
H -6.1585 -1.1740 -0.5827 1.155 -1.323 -0.259
H -6.3591 -2.8295 -1.2966 1.121 0.967 0.653
H -4.1525 -2.9315 -2.3401 -0.692 1.651 0.132
H -2.2854 -1.8421 -1.5285 -1.155 0.892 0.105
H -2.9002 -0.3715 -2.4045 -0.211 -1.031 1.311
H -2.9148 1.3256 -0.3048 0.091 -0.077 0.046
H -4.6079 0.0038 0.6480 -0.185 -0.126 0.139
H -2.5458 -1.3887 2.1385 0.783 0.824 -1.283
H -1.8071 0.2698 2.0540 -0.221 -1.176 -1.049
O 5.8121 -2.2511 3.0537 -0.529 0.479 -0.348
C 5.0871 -1.5003 2.4749 0.698 -1.095 0.532
O 4.5714 -1.7373 1.2371 0.241 0.245 0.603
C 3.6607 -0.6780 0.9623 -0.243 -0.186 -0.917
C 4.1612 0.4110 1.8584 -0.227 0.377 0.243
F 3.1412 1.1996 2.2861 -0.020 0.211 0.094
O 4.6787 -0.2976 2.9680 0.200 -0.207 -0.559
H 2.6484 -0.9942 1.2096 -0.090 0.146 0.175
H 3.6885 -0.3990 -0.0896 0.181 -0.201 0.130
H 4.9473 1.0303 1.4186 -0.180 0.118 0.080
O 4.7438 2.7942 -0.3669 -0.760 -0.068 -0.053
C 3.5709 2.8175 -0.5896 1.186 -0.029 0.394
O 2.7851 1.7078 -0.6542 0.184 0.621 -0.173
C 1.4423 2.1623 -0.8004 -0.595 -0.691 -0.029
C 1.6352 3.5262 -1.3873 -0.350 0.549 0.234
F 0.6537 4.3709 -0.9893 -0.020 0.108 -0.141
O 2.8569 3.9534 -0.8168 0.097 -0.665 -0.323
H 0.9572 2.1884 0.1786 0.038 0.188 -0.093
H 0.8720 1.5036 -1.4554 0.245 -0.089 0.085
H 1.7150 3.5403 -2.4780 -0.096 0.157 0.063



15
Properties=species:S:1:pos:R:3:forces:R:3 method="wB97M-V/def2-TZVPD" orbital_gap_ev=8.935 multiplicity=1 fmax_ha_per_bohr=0.06114 smiles="C=C(N)[C@H]1NC1=C" homo_energy_ha=-0.29153
C -1.1401 1.7771 -0.0755 0.025 0.004 -0.285
C -0.0375 1.0824 -0.3642 0.086 0.241 -0.064
N 1.2343 1.6050 -0.4534 -0.431 -0.175 -0.193
C -0.1091 -0.3841 -0.6748 -1.868 0.056 0.336
N 1.1180 -1.1574 -0.6314 -0.867 -0.083 1.707
C -0.0117 -1.3783 0.3715 2.297 0.403 -2.109
C -0.3945 -2.0555 1.4173 0.273 -0.381 0.271
H -1.1085 2.8421 0.0805 0.049 0.173 0.165
H -2.1113 1.3162 -0.1094 -0.122 -0.157 0.031
H 1.9718 0.9206 -0.4016 0.166 0.245 0.136
H 1.3666 2.5491 -0.1308 0.247 -0.249 0.067
H -0.9384 -0.6660 -1.3407 0.624 0.313 -0.401
H 1.2688 -1.7636 -1.4302 -0.388 -0.476 0.399
H 0.2649 -2.7658 1.8944 -0.042 -0.252 -0.168
H -1.3732 -1.9220 1.8484 -0.048 0.336 0.108



55
Properties=species:S:1:pos:R:3:forces:R:3 method="wB97M-V/def2-TZVPD" orbital_gap_ev=2.024 multiplicity=1 fmax_ha_per_bohr=0.10774 homo_energy_ha=-0.29378
F 2.0238 -4.7586 -1.9249 -0.500 -1.060 -0.568
C 2.1083 -3.8876 -0.8862 -0.150 1.230 0.122
C 1.5533 -2.5345 -1.3276 -0.180 1.360 0.313
B -0.0072 -2.3137 -0.8620 -0.328 -4.493 1.987
O -0.3912 -2.6396 0.4639 -0.272 -1.175 -4.272
C -1.1930 -3.8448 0.3363 0.543 -0.311 0.809
C -1.5730 -4.1212 -1.1210 -0.525 1.178 0.942
O -0.8438 -3.0774 -1.8147 0.732 0.512 0.725
H 1.6565 -4.2801 0.0024 -0.351 -0.496 0.417
H 3.1545 -3.7283 -0.7056 0.635 0.037 0.263
H 2.1789 -1.7633 -0.9187 0.260 0.524 -0.107
H 1.5712 -2.5431 -2.4031 0.294 0.433 -0.466
H -0.1855 -0.9895 -1.1194 0.446 4.886 2.573
H -1.9631 -3.8356 1.0803 -0.686 0.024 0.078
H -0.5023 -4.6323 0.5976 0.067 -0.409 0.459
H -1.2439 -5.1239 -1.3084 0.398 -0.279 -0.907
H -2.5961 -3.9984 -1.4179 -0.671 -0.066 0.335
Al -1.1613 -2.5554 -3.6847 -0.979 1.366 -0.594
F -0.1290 -0.0856 0.0486 -0.175 -2.455 -3.816
O 3.7451 -5.4525 -4.2202 -0.055 -0.169 0.036
H 3.3175 -5.5499 -3.3637 -0.051 -0.030 -0.042
H 4.2048 -4.6151 -4.1574 0.146 0.196 -0.076
N -3.6728 -5.6932 2.5979 -0.283 0.129 -0.071
O -4.2337 -5.6331 3.6896 0.084 0.005 0.140
O -4.3187 -5.5639 1.5483 0.210 0.032 -0.100
O -2.4338 -5.8676 2.5396 0.304 0.175 -0.067
C -0.7069 2.4078 -3.0471 0.064 -0.279 -0.180
C 0.5810 1.8599 -2.4836 -0.441 1.270 0.367
O 0.9859 0.7727 -2.7918 0.450 -1.559 -0.278
C 1.3420 2.7304 -1.5162 0.084 -0.323 -0.006
H -1.1420 1.6746 -3.7211 -0.125 -0.088 0.089
H -1.4129 2.5998 -2.2361 0.103 0.152 -0.063
H -0.5134 3.3295 -3.6015 -0.017 0.101 0.223
H 0.7216 2.9432 -0.6402 -0.044 0.262 -0.145
H 1.6270 3.6626 -2.0054 -0.145 0.131 0.093
H 2.2420 2.2110 -1.1951 0.072 -0.057 -0.050
C 0.6041 5.5847 1.6590 -0.197 0.393 0.410
C -0.7649 4.8839 1.5569 1.357 -0.537 -0.225
C -1.0870 4.2305 2.8970 0.174 0.410 0.790
O -0.7065 3.8737 0.6223 -1.494 0.114 0.273
H 1.4021 4.8850 1.9090 -0.087 -0.219 -0.057
H 0.8631 6.0727 0.7216 -0.087 -0.070 -0.149
H 0.5864 6.3556 2.4371 0.016 0.017 -0.040
H -1.5145 5.6958 1.4191 -0.105 -0.341 -0.395
H -0.3527 3.4790 3.1839 0.087 -0.088 -0.255
H -2.0600 3.7514 2.8300 -0.308 0.033 0.410
H -1.1362 4.9557 3.7153 -0.155 0.019 -0.015
Na -2.9874 2.5671 1.4708 0.781 0.121 -0.869
O 2.4648 8.2236 3.2685 -0.029 0.059 0.143
H 3.0114 7.4574 3.0868 0.091 -0.181 0.016
H 2.3927 8.6646 2.4205 -0.063 0.131 -0.149
F -2.8453 -0.2722 -3.0130 1.122 -1.350 -0.007
O -0.2077 -1.5599 2.1080 -0.256 1.279 4.120
V -0.1665 -1.9089 3.8005 0.388 -1.666 0.911
O -0.2858 -2.0430 5.4760 -0.151 1.120 -3.073